1.
Molecular formula: C31H53Br18F13NO7PS
Method: DFT, ωB97M-V with the def2-TZVPD basis set

Summary:
maximum force	1.40	eV Å⁻¹
structure (SMILES)	CCOC[C@@]1(CN)OC(=O)O[C@]1(CCC(F)(F)C(F)(F)C(F)(F)C(F)(F)S(F)(F)(F)(F)F)P(=O)(O)O.BrCCBr.BrCCBr.BrCCBr.BrCCBr.BrCCBr.BrCCBr.BrCCBr.BrCCBr.BrCCBr
LUMO	-0.3	eV
HOMO energy	-0.35466	Eh
frontier orbital gap	9.396	eV
energy	-1365048.23320	eV

The geometry in ORCA input format:
```
! wB97M-V def2-TZVPD RIJCOSX def2/J DEFGRID3
* xyz 0 1
Br -5.51357 -7.05821 -0.21265
Br 11.94280 -0.77329 6.51628
Br -7.99192 -0.41352 -3.74697
Br 0.29681 0.88543 -4.57860
Br -6.37815 -2.08490 -0.89096
Br -10.11359 -5.45028 0.41123
Br -10.18649 -10.90814 -2.88495
Br -7.30512 -10.48682 -0.65843
Br 9.33860 -2.37704 4.47887
Br -9.99736 -8.46967 2.52933
Br -2.60885 3.46265 -6.12794
Br 0.05014 1.48634 -1.02336
Br -4.44743 -5.46428 -3.34592
Br -1.89917 -2.06010 -2.65276
Br -7.01617 3.20591 -6.80882
Br -3.50087 -0.29110 -5.45855
Br -3.24769 3.64313 -2.51656
Br -6.00567 1.81259 -10.07500
S 6.25281 0.43806 5.53593
P 2.69990 5.09537 -0.98574
F 4.35290 1.33270 -0.00356
F 5.64224 -0.54470 1.01988
F 7.66153 0.81274 4.93213
F 6.46449 1.49994 6.67949
F 4.84699 0.07151 6.15640
F 5.58076 1.57518 4.65215
F 6.16708 1.19085 2.22561
F 3.71449 0.08200 3.83983
F 2.89529 0.27952 1.23931
F 5.63777 -1.99163 4.77142
F 7.02360 -1.04256 3.42259
F 4.29021 -1.69226 2.73595
F 6.93576 -0.66755 6.43453
O 4.96527 4.11527 -0.08779
O 7.01871 3.86909 0.78452
O 1.41179 5.81814 -0.39678
O 2.36908 3.95862 -1.85005
O 3.05540 4.93708 3.52578
O 5.39575 4.90385 1.94137
O 3.45027 6.26187 -1.76690
N 5.79199 7.46816 1.66123
C 5.93133 -0.84047 4.15438
C -3.80051 -5.19144 -1.53363
C 3.27825 5.98012 2.59577
C 3.81397 5.00675 4.72802
C 1.72628 1.24930 -3.31332
C 10.92597 -3.15594 5.28352
C -10.14941 -8.31310 0.59502
C -8.76014 -12.16294 -2.46436
C 2.87865 3.38631 1.08272
C -4.04155 -0.39793 -3.59410
C 1.46299 0.56776 -2.00012
C -5.48813 1.27355 -8.27765
C -1.56481 3.78923 -3.48771
C -8.36241 -12.07824 -1.01618
C 4.74202 -0.49959 3.19032
C -2.84914 -0.36379 -2.67529
C 4.21001 5.56847 1.47764
C 5.16895 0.33708 1.93401
C -8.46161 -0.37377 -1.85982
C 3.97870 1.10377 1.29536
C 3.69958 4.52834 0.47154
C -7.24335 -0.34453 -0.97567
C -9.30921 -7.18818 0.05994
C -3.73842 -6.47976 -0.76089
C -6.63564 1.36597 -7.31047
C 11.20388 -2.56769 6.64125
C 2.99927 4.41031 5.88181
C -1.72159 4.54614 -4.78138
C 4.70806 6.91118 0.83009
C 5.90842 4.25833 0.86882
C 3.64453 2.40781 1.98632
H 3.91036 7.65085 0.82346
H -9.79954 -9.26361 0.20292
H -6.37770 0.86024 -6.38337
H -7.93729 -11.93721 -3.13396
H -11.20433 -8.19347 0.37239
H 2.71909 5.19147 6.58370
H -9.22657 -7.25651 -1.02247
H 5.70141 8.47645 1.67481
H 5.06135 6.72628 -0.17563
H -8.31840 -7.16219 0.49869
H 3.60308 3.68694 6.42214
H -7.55531 0.95286 -7.71103
H -3.17866 -6.34478 0.16161
H -0.88411 4.31029 -2.81791
H -4.66630 0.47679 -3.42538
H 4.06911 5.86221 -2.39456
H 2.37413 2.85655 0.28171
H 10.72242 -4.22095 5.36877
H -4.45952 -4.46449 -1.07114
H 4.06488 6.04155 4.96050
H -9.15880 -13.14835 -2.69333
H 2.09564 3.94792 5.49891
H -2.30466 5.45493 -4.67600
H 1.78717 2.32734 -3.20446
H -1.21037 2.77592 -3.64515
H 4.51230 2.85817 2.44860
H -4.63884 -1.29722 -3.48754
H 4.75004 4.45901 4.61403
H -9.08284 -1.24404 -1.67704
H -0.74281 4.78592 -5.19060
H -9.04973 0.53082 -1.72464
H 2.63993 0.87462 -3.76896
H 6.68241 7.30545 1.20864
H -3.16956 -0.19685 -1.64899
H 11.74254 -2.99735 4.58735
H -5.15181 0.24333 -8.36611
H -3.30516 -7.29168 -1.33487
H -9.22000 -12.04268 -0.35216
H 3.68874 6.86310 3.08375
H 10.30831 -2.49353 7.24896
H 1.14358 -0.46413 -2.10615
H -7.52538 -0.10888 0.04765
H 2.34719 0.61648 -1.37065
H -4.65448 1.90508 -7.98907
H -2.80919 -4.75900 -1.64129
H -6.49580 0.36396 -1.31790
H 1.54408 6.77209 -0.30569
H 2.08946 3.84694 1.67050
H 2.96375 2.15287 2.79683
H -2.12125 0.39187 -2.95579
H 11.95302 -3.15642 7.16533
H -7.72871 -12.91858 -0.74269
H 2.30781 6.23061 2.16580
*
```

2.
Molecular formula: C31H53N2O3P
Method: DFT, ωB97M-V with the def2-TZVPD basis set

Summary:
maximum force	2.26	eV Å⁻¹
structure (SMILES)	C#Cc1nc2cccc(P(O)O)c2nc1CCCCCCCCOC.CCCCCC.CCCCCC
LUMO	-0.9	eV
HOMO energy	-0.31464	Eh
frontier orbital gap	7.708	eV
energy	-51416.31797	eV

The geometry in ORCA input format:
```
! wB97M-V def2-TZVPD RIJCOSX def2/J DEFGRID3
* xyz 0 1
P 5.42384 -2.03381 -0.85927
O -4.59717 -5.70785 -1.86169
O 5.68306 -3.45413 -0.01502
O 6.94625 -1.46193 -1.25000
N 3.05475 -3.85256 -1.22898
N 1.80687 -4.64904 -3.77585
C 2.32339 8.59027 3.32709
C -4.07525 2.27039 1.89155
C -1.47381 2.59436 0.18949
C -4.46706 3.72305 2.16212
C 1.24018 5.93340 2.07159
C 2.27555 8.28593 1.83379
C 4.60395 -2.46402 -2.48927
C -0.50475 -6.92276 -2.45142
C -1.54187 2.72816 1.70224
C 1.44412 -5.06834 -2.57648
C 4.41631 -2.29956 -4.92024
C 3.47682 -3.38401 -2.44106
C -2.18020 -2.03752 -0.50771
C -3.22230 -3.21380 -0.65885
C 1.48041 -5.24211 0.00449
C 0.18596 -2.92832 0.06831
C 2.84610 -3.76926 -3.65564
C 2.53055 5.17186 1.77076
C -2.65753 1.88996 2.32439
C 2.72728 4.88581 0.28611
C -4.46335 4.08154 3.64412
C -1.15404 -2.31522 0.66669
C 2.02993 -4.67720 -1.29967
C 1.14778 7.32841 1.44884
C -3.71989 -3.39391 -2.13365
C 0.45949 -4.30223 0.75410
C 3.35856 -3.18084 -4.88015
C 5.07621 -1.93240 -3.68257
C 0.31503 -6.03779 -2.53079
C -3.92882 -6.44911 -0.85221
C -3.71436 -4.87781 -2.62064
H -4.77990 -3.07186 -2.19199
H 4.72694 -1.89344 -5.89460
H -1.65623 3.78094 1.97687
H -2.68218 -5.28816 -2.68064
H -4.10566 -2.94251 -0.04850
H 2.35779 -5.38207 0.67234
H -4.77357 5.11869 3.78425
H -2.85949 -6.18846 -0.73441
H 1.89482 4.29936 -0.11044
H 3.12740 9.29578 3.54486
H -2.49120 0.83580 2.07622
H -2.71113 -4.11730 -0.27442
H 0.02722 -2.97962 -1.02187
H -4.10105 -4.89944 -3.66510
H 3.64512 4.31658 0.12707
H 1.11714 7.24035 0.35864
H -2.57941 1.95585 3.41383
H -0.64762 3.18528 -0.21188
H 2.13396 9.22433 1.28997
H 1.02460 -6.24320 -0.09222
H -1.31192 1.55099 -0.09356
H 1.12230 6.01170 3.15673
H -0.58545 2.40438 2.12360
H 5.80292 -4.18219 -0.64809
H -4.78318 1.61102 2.40588
H -4.40890 -6.29860 0.14098
H -1.67809 -1.88233 -1.48263
H 3.24116 7.88753 1.50900
H 5.93600 -1.25109 -3.65385
H -2.38967 2.94562 -0.28945
H -0.96097 -1.31968 1.12219
H 2.50407 4.22002 2.30892
H 0.98632 -2.23296 0.37916
H 2.50701 7.69070 3.91728
H 0.89744 -4.07799 1.75109
H 7.35675 -2.08053 -1.88105
H 3.39587 5.71821 2.15678
H -3.96637 -7.54553 -1.05925
H -5.15603 3.44462 4.19906
H 1.38398 9.03576 3.66249
H -0.48368 -4.84439 0.96578
H -3.11999 -2.80726 -2.85666
H -2.72536 -1.09476 -0.28801
H 0.19008 7.77467 1.73916
H -3.80579 4.40379 1.61793
H -1.60028 -2.94561 1.45806
H 0.38795 5.34158 1.72037
H 2.86796 -3.45625 -5.82751
H -1.08973 -7.83085 -2.40220
H -3.47012 3.97359 4.08366
H -5.47199 3.89057 1.76422
H -4.19877 2.06516 0.82381
H 2.80694 5.80558 -0.29636
*
```

The highest frontier orbital gap belongs to which entry? C31H53Br18F13NO7PS

Which of these has the lowest energy? C31H53Br18F13NO7PS

Which of these has the highest HOMO energy? C31H53N2O3P

The highest frontier orbital gap belongs to which entry? C31H53Br18F13NO7PS